No. 1
{"formula": "C12H28N4O19S3", "method": "the ωB97M-V functional and the def2-TZVPD basis", "molar_mass_g_mol": 628.57, "e_homo_ev": -9.38, "smiles": "C[N+](=O)[O-].C[N+](=O)[O-].C[N+](=O)[O-].O=S1(=O)OCCO1.O=S1(=O)OCCO1.O=S1(=O)OCCO1.CN(C)C=O", "energy_ha": -3316.7035, "gap_ev": 9.1, "species": ["C", "N", "O", "O", "H", "H", "H", "C", "N", "O", "O", "H", "H", "H", "C", "N", "O", "O", "H", "H", "H", "O", "S", "O", "O", "C", "C", "O", "H", "H", "H", "H", "O", "S", "O", "O", "C", "C", "O", "H", "H", "H", "H", "O", "S", "O", "O", "C", "C", "O", "H", "H", "H", "H", "C", "N", "C", "C", "O", "H", "H", "H", "H", "H", "H", "H"], "coordinates": [[15.99118, -15.65013, 4.68221], [17.28949, -15.85641, 4.04726], [18.02707, -14.90213, 3.82852], [17.48411, -16.98536, 3.73764], [15.78475, -14.58267, 4.75965], [16.04238, -16.16657, 5.64073], [15.28550, -16.15803, 4.02482], [22.66515, -18.64089, 3.04036], [23.92295, -19.41236, 2.98405], [24.52490, -19.53136, 3.99646], [24.16037, -20.17502, 1.97780], [22.69364, -17.79139, 3.72273], [21.92506, -19.41473, 3.24416], [22.59431, -18.21483, 2.03958], [14.04326, -16.89868, 10.88630], [12.74972, -17.10146, 11.59574], [11.75938, -16.56505, 11.08065], [12.74404, -17.64924, 12.72391], [14.41568, -17.78562, 10.37371], [14.71016, -16.66176, 11.71528], [13.87383, -15.99127, 10.30664], [19.47115, -24.85330, 6.57063], [20.09867, -23.63061, 6.03701], [21.55277, -23.53194, 6.02302], [19.51330, -23.18715, 4.56100], [18.29043, -22.49852, 4.79892], [18.49325, -21.61775, 6.01409], [19.49090, -22.29378, 6.77756], [17.90426, -22.08380, 3.86781], [17.65553, -23.37565, 4.92394], [17.57981, -21.54942, 6.60491], [18.83922, -20.63805, 5.68454], [12.33102, -16.14830, 0.64693], [12.85999, -16.37079, -0.68330], [13.93919, -15.53623, -1.13549], [13.18290, -17.93242, -1.00158], [12.46845, -18.50176, -2.04854], [11.27064, -17.53483, -2.22226], [11.71101, -16.29381, -1.84021], [13.14497, -18.50251, -2.90319], [12.23848, -19.56679, -2.07904], [10.35987, -17.80366, -1.68715], [10.96182, -17.48367, -3.26634], [10.64693, -17.45904, 5.62027], [9.71973, -16.29809, 5.69458], [10.24318, -14.98057, 6.02755], [8.69083, -16.22606, 4.35826], [7.54518, -17.07454, 4.44816], [7.28001, -16.93775, 5.97114], [8.46695, -16.61468, 6.69995], [6.71199, -16.61213, 3.91893], [7.66493, -18.07985, 4.04428], [7.00891, -17.84880, 6.50462], [6.52468, -16.17217, 6.14853], [18.71535, -18.75617, -1.33723], [19.11940, -17.85503, -2.40587], [19.18438, -16.47688, -2.00766], [19.24213, -18.26967, -3.69492], [19.47648, -17.53748, -4.67174], [19.51195, -18.74702, -0.59330], [18.53293, -19.78919, -1.63336], [17.82325, -18.43810, -0.79769], [20.01547, -16.29244, -1.32694], [19.27486, -15.67991, -2.74573], [18.28413, -16.26943, -1.42920], [19.03109, -19.34886, -3.74968]], "atomic_forces_ev_per_a": [[-0.705, 0.500, 0.230], [0.138, 2.157, -0.229], [-0.395, -0.677, 0.301], [1.160, -2.112, -0.677], [0.047, -0.252, 0.149], [-0.164, 0.210, -0.040], [-0.098, 0.146, 0.247], [0.188, 0.625, -1.617], [0.159, -3.591, -2.267], [1.252, 0.583, 1.595], [-1.042, 2.837, 1.928], [0.241, -0.639, 0.386], [-0.187, 0.463, 0.000], [-0.614, -0.272, -0.026], [0.204, 0.634, 1.099], [-1.815, 0.115, 1.563], [1.354, -1.118, 0.704], [0.208, 0.842, -2.638], [-0.479, 0.154, -0.085], [0.268, -0.105, -0.234], [0.248, -0.522, -0.404], [0.982, 2.973, -1.456], [0.975, -0.614, 0.486], [-2.827, -0.160, -0.123], [1.790, -0.217, 1.000], [-1.185, -1.955, -0.735], [-0.275, -0.374, -0.601], [0.551, -0.918, 0.023], [0.623, 0.638, 0.149], [-0.977, 0.481, 0.870], [0.112, 0.133, -0.023], [0.215, 0.036, 0.400], [0.573, -0.995, -1.965], [-0.174, 0.762, -0.546], [-0.838, -1.038, 0.541], [0.782, 0.297, 2.570], [-0.523, 0.720, -2.272], [-0.841, -1.991, -1.266], [1.088, 1.683, 1.397], [-0.073, 0.742, -0.452], [-0.380, 0.014, 1.615], [0.202, -0.289, 0.476], [0.214, 0.085, -0.089], [-2.635, 2.961, -0.017], [0.251, -0.862, 0.220], [-0.970, -2.367, -1.102], [2.010, 0.230, -0.029], [0.177, 0.630, 1.680], [-0.897, -1.298, 0.824], [1.692, 0.528, -1.203], [0.312, 0.216, -0.108], [0.558, 0.003, 0.286], [-0.687, -0.156, -0.613], [0.222, 0.113, 0.068], [0.535, 0.007, 0.437], [-0.374, -0.312, -0.760], [-0.050, 0.946, 0.941], [-0.160, 1.508, -1.054], [-0.275, -1.489, 1.891], [0.078, -0.254, 0.167], [0.253, 0.165, -0.453], [-0.207, 0.369, -0.310], [0.207, -0.250, 0.162], [-0.120, -0.821, -0.658], [-0.125, 0.181, 0.029], [0.223, -0.042, -0.384]]}



No. 2
{"formula": "C12H28O5PS2Tc", "method": "the ωB97M-V functional and the def2-TZVPD basis", "molar_mass_g_mol": 445.46, "e_homo_ev": [-18.47, -18.49], "total_charge": 3, "multiplicity": 2, "energy_ha": -2067.6405, "gap_ev": [7.2, 6.3], "s_squared": 0.820, "species": ["Tc", "C", "O", "C", "C", "O", "C", "C", "O", "C", "H", "H", "H", "H", "H", "H", "H", "H", "H", "H", "H", "H", "H", "H", "C", "C", "C", "O", "P", "S", "S", "O", "C", "C", "C", "H", "H", "H", "H", "H", "H", "H", "H", "H", "H", "H", "H", "H", "H"], "coordinates": [[-0.43868, -0.19642, 0.10446], [-2.17120, 1.85929, -1.42938], [-0.84175, 1.26992, -1.17670], [0.16775, 1.62330, -2.19547], [1.49237, 1.24965, -1.58792], [1.35369, -0.06902, -0.97790], [1.63029, -1.21476, -1.84731], [0.97965, -2.38112, -1.15943], [-0.38698, -1.96337, -0.80346], [-1.45953, -2.47129, -1.67782], [-2.05782, 2.93946, -1.44407], [-2.53333, 1.48002, -2.38186], [-2.80574, 1.54198, -0.60652], [-0.08780, 1.06880, -3.09858], [0.09402, 2.69277, -2.38623], [2.30137, 1.23398, -2.31681], [1.75822, 1.91125, -0.76678], [1.22514, -1.02321, -2.84164], [2.71063, -1.34094, -1.90233], [0.92023, -3.27376, -1.77857], [1.46687, -2.62013, -0.21746], [-1.42999, -3.55624, -1.63496], [-2.39395, -2.10140, -1.26408], [-1.29233, -2.10464, -2.68842], [-3.10062, -1.73004, 4.77880], [-1.90264, -1.94671, 5.65555], [-1.99132, -1.43024, 7.05928], [-0.67075, -1.21128, 4.99162], [-0.39630, 0.13160, 4.37317], [1.55931, 0.55642, 4.70098], [-0.66351, -0.26940, 2.21070], [-1.38565, 1.22191, 4.71960], [-1.51118, 2.75528, 4.61614], [-0.13534, 3.36209, 4.58000], [-2.38956, 3.02934, 3.43039], [-3.91591, -2.32327, 5.19736], [-2.93223, -2.08178, 3.76087], [-3.42286, -0.68701, 4.77877], [-1.51949, -2.96014, 5.60183], [-2.32258, -0.39181, 7.08689], [-1.04683, -1.54253, 7.58832], [-2.73464, -2.03367, 7.58472], [-2.01638, 2.95429, 5.55724], [0.40684, 3.08912, 3.66804], [0.44461, 3.11788, 5.47130], [-0.24674, 4.44773, 4.56658], [-1.88539, 2.77204, 2.49594], [-2.60306, 4.09919, 3.41224], [-3.33769, 2.49967, 3.50268]], "atomic_forces_ev_per_a": [[0.002, -0.082, -0.459], [0.067, -0.010, 0.099], [-0.116, 0.016, 0.076], [-0.019, -0.009, 0.073], [0.046, -0.210, 0.071], [0.206, 0.090, 0.009], [0.041, 0.141, 0.079], [-0.040, -0.057, 0.073], [0.152, 0.164, -0.062], [-0.078, -0.075, 0.203], [-0.025, 0.035, -0.012], [-0.016, 0.022, -0.012], [-0.014, 0.011, -0.045], [0.030, 0.009, -0.022], [0.039, 0.016, -0.014], [-0.018, 0.024, -0.037], [0.034, 0.054, -0.004], [-0.049, -0.030, -0.020], [0.020, -0.025, -0.062], [0.050, 0.026, -0.053], [0.031, -0.032, 0.017], [-0.015, -0.025, -0.008], [-0.004, -0.010, -0.033], [-0.009, -0.019, -0.001], [-0.043, -0.037, 0.046], [0.036, 0.118, 0.016], [-0.027, -0.050, -0.001], [-0.064, -0.083, -0.167], [0.630, 0.147, -0.082], [-0.003, 0.058, 0.043], [-0.739, -0.118, 0.265], [-0.084, -0.070, -0.053], [0.089, -0.189, 0.048], [-0.044, 0.102, -0.003], [0.006, 0.113, -0.008], [-0.016, 0.002, -0.017], [0.007, 0.011, 0.014], [0.028, -0.036, 0.008], [-0.036, -0.053, 0.033], [0.007, -0.006, 0.002], [-0.008, 0.012, -0.005], [-0.009, 0.009, 0.002], [-0.020, 0.086, -0.015], [-0.025, -0.021, 0.026], [-0.016, -0.014, -0.029], [0.020, 0.011, 0.008], [0.007, -0.013, 0.023], [-0.022, -0.003, -0.008], [0.014, -0.005, 0.002]]}



No. 3
{"formula": "C12H29B2ClIN4O11PS", "method": "the ωB97M-V functional and the def2-TZVPD basis", "molar_mass_g_mol": 652.40, "e_homo_ev": -9.20, "energy_ha": -3068.3700, "gap_ev": 8.3, "species": ["C", "C", "S", "C", "N", "C", "N", "C", "C", "C", "C", "N", "C", "C", "C", "O", "P", "O", "I", "N", "C", "B", "O", "O", "O", "B", "O", "O", "H", "H", "H", "H", "H", "H", "H", "H", "H", "H", "H", "H", "H", "H", "H", "H", "H", "H", "H", "H", "H", "H", "H", "H", "H", "H", "H", "H", "H", "O", "Cl", "O", "O", "O"], "coordinates": [[0.23581, 3.45790, 3.87011], [-0.92736, 2.51779, 4.19418], [-2.27849, 2.47659, 2.99438], [-1.49110, 2.05864, 1.43235], [-1.46549, 0.57510, 1.33140], [-1.44196, -0.08928, 0.13193], [-0.33045, -0.47224, -0.60587], [0.31114, -1.71952, -0.11841], [0.56638, -2.71846, -1.26694], [1.92322, -3.42334, -1.27229], [3.13655, -2.56595, -1.58610], [3.82892, -1.95219, -0.42554], [4.21638, -2.95903, 0.56787], [5.01597, -1.35096, -0.97181], [4.85471, -0.04999, -1.69591], [6.09974, -1.86610, -0.84772], [0.78184, 0.75925, -1.12305], [-0.41512, 1.74838, -1.39586], [1.85559, 1.48834, 1.01811], [-2.59037, -0.48892, -0.34676], [-2.83210, -1.27571, -1.54442], [-2.91331, -2.84026, -1.22909], [-2.76090, -3.71884, -2.25655], [-3.10732, -3.31265, 0.03345], [-3.71459, -0.23331, 0.41409], [-4.43302, 0.95561, 0.13008], [-4.17553, 1.69009, -0.98743], [-5.34603, 1.33224, 1.05549], [0.25957, 4.26585, 4.59495], [1.17400, 2.92232, 3.95425], [0.15960, 3.92796, 2.89773], [-0.58964, 1.50863, 4.40368], [-1.41865, 2.86543, 5.09755], [-0.49790, 2.48667, 1.42459], [-2.05651, 2.54902, 0.64225], [-2.16816, 0.17188, 1.93654], [1.25057, -1.50810, 0.39374], [-0.34273, -2.19369, 0.60864], [0.46972, -2.18073, -2.20834], [-0.19941, -3.49038, -1.26087], [1.87374, -4.16627, -2.06595], [2.02904, -3.98846, -0.34982], [2.82386, -1.75183, -2.23793], [3.85402, -3.16385, -2.15687], [4.64761, -3.85577, 0.12341], [4.89510, -2.52472, 1.28813], [3.32796, -3.26523, 1.11512], [4.70783, 0.75766, -0.98964], [4.05044, -0.06054, -2.42489], [5.78168, 0.13733, -2.22627], [-0.15606, 2.72963, -1.32200], [-2.10917, -1.04493, -2.31458], [-3.81123, -1.00272, -1.93328], [-2.30096, -4.50888, -1.94344], [-3.60592, -2.72678, 0.61482], [-4.43802, 1.28316, -1.82000], [-4.92810, 1.56487, 1.89851], [-0.22990, 6.47068, -0.75814], [-1.00881, 5.30460, -1.02091], [-0.08548, 4.20989, -1.36696], [-1.89979, 5.50475, -2.12119], [-1.74273, 4.89531, 0.15260]], "atomic_forces_ev_per_a": [[-0.154, 0.049, 0.308], [0.120, -0.034, 0.011], [-0.341, 0.363, -0.255], [-0.136, 0.269, 0.739], [0.664, -0.492, -0.272], [-0.484, 0.269, -0.046], [0.608, -0.044, 0.513], [0.123, -0.729, -0.340], [0.206, 0.354, -0.063], [-0.397, -0.106, 0.073], [-0.147, 0.371, 0.152], [0.666, -0.216, -0.300], [-0.693, -0.072, 0.064], [-0.096, -0.004, 0.122], [0.263, -0.083, -0.428], [0.001, 0.060, 0.296], [-0.093, -0.731, -0.258], [0.224, 0.422, 0.263], [0.506, -0.056, -0.020], [-0.176, 0.261, -0.150], [-0.549, -0.737, -0.037], [0.033, -0.015, -0.086], [0.784, 0.233, 0.081], [-0.220, -0.026, 0.135], [0.146, -0.581, 0.055], [-0.129, 0.755, -0.263], [-0.446, -0.565, -0.084], [0.526, 0.185, 0.280], [0.027, 0.135, 0.071], [0.203, -0.022, -0.168], [0.016, -0.045, -0.265], [0.095, -0.168, -0.097], [-0.223, -0.053, 0.104], [0.015, -0.051, -0.092], [-0.126, -0.131, -0.122], [-0.245, 0.254, -0.034], [0.037, 0.302, 0.073], [-0.094, 0.075, 0.224], [-0.106, 0.073, -0.152], [-0.175, -0.038, -0.028], [-0.044, -0.160, -0.052], [0.221, -0.070, 0.092], [-0.064, 0.035, -0.124], [0.082, -0.189, 0.048], [0.278, -0.028, -0.066], [0.249, 0.052, -0.022], [-0.104, 0.021, 0.070], [-0.270, 0.114, 0.212], [-0.249, 0.095, 0.121], [0.111, 0.046, -0.062], [-0.732, 0.626, -0.332], [0.273, 0.091, 0.064], [-0.101, 0.321, 0.001], [-0.531, -0.301, -0.188], [0.302, 0.061, 0.128], [0.366, 0.243, -0.153], [-0.368, -0.254, 0.154], [-0.017, -0.057, 0.019], [-0.321, 0.013, 0.096], [0.662, -0.055, -0.097], [0.012, 0.009, -0.007], [0.015, -0.044, 0.096]]}